(1)
Density functional theory data (ωB97M-V/def2-TZVPD) for a structure of composition C23H52I2N7O6P in a non-equilibrium geometry.

```
91
Properties=species:S:1:pos:R:3:lowdin_charge:R:1
C -2.64 -1.74 -3.14 -0.208
C -1.32 -1.42 -2.51 -0.866
I -1.03 0.66 -2.38 0.992
C -0.39 -2.25 -2.03 -1.046
I -0.65 -4.33 -2.14 0.849
P 1.17 -1.83 -1.18 0.810
C 0.66 -0.82 0.28 -0.440
C -0.68 -1.20 0.92 -0.341
N -0.56 -2.22 1.96 0.013
H -3.44 -1.31 -2.54 0.067
H -2.80 -2.81 -3.20 0.013
H -2.72 -1.31 -4.14 0.073
H 1.68 -0.84 -2.05 -0.072
H 0.64 0.24 0.02 0.016
H 1.44 -0.95 1.04 0.054
H -1.10 -0.28 1.33 0.069
H -1.40 -1.54 0.18 0.079
H 0.39 -2.32 2.28 0.017
H -0.91 -3.12 1.66 0.049
C -3.13 2.90 2.85 -0.011
C -2.73 2.51 1.45 -0.538
O -1.73 1.85 1.23 -0.005
N -3.54 2.92 0.44 0.023
C -4.75 3.71 0.53 -0.075
H -2.39 2.49 3.54 0.081
H -3.16 3.99 2.96 0.082
H -4.11 2.49 3.10 0.084
H -3.23 2.63 -0.48 0.102
H -5.59 3.15 0.11 0.083
H -4.65 4.63 -0.04 0.081
H -4.97 3.95 1.56 0.068
C 3.85 -2.38 5.04 -0.004
C 2.61 -1.77 4.43 -0.536
O 1.69 -2.45 4.00 0.023
N 2.54 -0.41 4.37 0.013
C 3.53 0.55 4.82 -0.082
H 3.75 -3.46 5.01 0.082
H 4.74 -2.09 4.48 0.085
H 3.98 -2.05 6.07 0.081
H 1.69 -0.07 3.96 0.139
H 3.10 1.20 5.59 0.086
H 3.86 1.17 3.99 0.082
H 4.39 0.04 5.25 0.039
C 4.97 -5.64 -3.98 -0.016
C 3.83 -4.68 -3.69 -0.558
O 2.91 -4.52 -4.48 0.016
N 3.86 -4.01 -2.51 0.006
C 4.86 -4.08 -1.46 -0.083
H 4.79 -6.09 -4.95 0.079
H 5.92 -5.11 -4.00 0.080
H 5.01 -6.43 -3.23 0.081
H 3.07 -3.40 -2.36 0.051
H 4.40 -4.42 -0.53 0.083
H 5.30 -3.10 -1.29 0.080
H 5.65 -4.78 -1.73 0.067
C -4.63 4.34 -5.17 -0.009
C -3.64 3.91 -4.11 -0.552
O -3.98 3.68 -2.96 0.007
N -2.34 3.78 -4.48 0.008
C -1.75 4.00 -5.79 -0.069
H -5.61 4.39 -4.71 0.081
H -4.37 5.32 -5.57 0.084
H -4.66 3.62 -5.99 0.088
H -1.75 3.49 -3.73 0.088
H -1.28 3.08 -6.15 0.085
H -0.98 4.77 -5.73 0.084
H -2.50 4.31 -6.50 0.072
C 7.50 0.90 8.37 -0.008
C 6.88 0.53 7.04 -0.545
O 6.23 -0.49 6.89 0.027
N 7.06 1.40 6.01 0.011
C 7.79 2.65 6.00 -0.074
H 7.27 0.11 9.08 0.083
H 8.59 0.98 8.28 0.085
H 7.11 1.84 8.74 0.085
H 6.63 1.10 5.15 0.130
H 7.13 3.48 5.74 0.084
H 8.61 2.62 5.28 0.084
H 8.21 2.85 6.99 0.070
C -6.57 0.77 -3.79 0.001
C -7.30 0.02 -4.88 -0.552
O -7.38 0.45 -6.02 0.031
N -7.88 -1.17 -4.54 0.005
C -7.88 -1.83 -3.25 -0.079
H -6.16 1.68 -4.21 0.067
H -7.24 1.02 -2.97 0.088
H -5.75 0.17 -3.40 0.076
H -8.35 -1.62 -5.31 0.137
H -7.41 -2.81 -3.32 0.082
H -8.91 -1.96 -2.90 0.082
H -7.34 -1.24 -2.52 0.069
```

Values from the calculation:
Orbital gap (eV): 8.3
HOMO energy (eV): -7.98
Spin multiplicity: 1
Lowest unoccupied orbital energy (eV): 0.272

---

(2)
Density functional theory data (ωB97M-V/def2-TZVPD) for an isolated molecule of C4H7NO5 in a non-equilibrium geometry.

```
17
Properties=species:S:1:pos:R:3:lowdin_charge:R:1
C 0.11 0.43 0.90 -0.247
C 0.56 0.28 -0.57 -0.214
C 0.91 -1.17 -1.00 -0.416
C -1.25 -0.27 1.00 -0.492
H -0.42 2.27 0.61 0.070
H -0.28 2.00 2.18 0.063
H 0.80 -0.17 1.39 0.126
H 1.55 0.71 -0.66 0.167
H -1.11 0.40 -1.47 0.109
H 0.61 -0.67 -2.84 0.187
H -0.08 -1.72 1.02 0.095
N 0.11 1.82 1.31 0.109
O -0.25 0.81 -1.63 0.005
O 0.87 -1.52 -2.28 0.129
O 1.20 -2.02 -0.13 0.067
O -1.07 -1.58 1.20 0.119
O -2.27 0.39 0.96 0.122
```

Values from the calculation:
Orbital gap (eV): 10.3
HOMO energy (eV): -10.09
Spin multiplicity: 1
ΔE to the lowest compared entry with this formula, charge and spin (kcal per mole): 22.4
Lowest unoccupied orbital energy (eV): 0.223

---

(3)
Density functional theory data (ωB97M-V/def2-TZVPD) for the ion C8H9N6O with charge +1 in a non-equilibrium geometry.

```
24
Properties=species:S:1:pos:R:3:lowdin_charge:R:1
C 3.54 0.86 0.40 -0.156
C 1.61 -2.05 -0.08 -0.147
C 2.63 -0.17 0.13 -0.245
C 1.35 0.13 -0.31 -0.171
C -1.91 0.05 0.98 -0.420
C -0.42 1.36 -1.54 -0.129
C -1.54 0.35 -1.21 -0.018
C -0.65 -1.35 -0.47 -0.020
N 4.06 1.88 0.45 0.177
N 2.75 -1.53 0.28 0.138
N 0.72 -1.10 -0.50 -0.018
N 0.60 1.29 -0.55 0.044
N -1.25 -1.12 0.88 0.182
N -2.20 0.46 2.19 0.277
O -2.28 0.72 -0.05 0.097
H 1.44 -3.16 -0.29 0.164
H 0.04 1.26 -2.55 0.153
H -0.93 2.34 -1.32 0.153
H -2.30 0.05 -2.06 0.184
H -1.00 -2.21 -0.97 0.138
H 1.19 2.08 -0.27 0.157
H -0.99 -1.60 1.72 0.166
H -1.86 0.06 3.00 0.123
H -2.60 1.40 2.14 0.169
```

Values from the calculation:
Orbital gap (eV): 8.6
HOMO energy (eV): -11.86
Spin multiplicity: 1
Total charge: +1
ΔE to the lowest compared entry with this formula, charge and spin (kcal per mole): 0.0
Lowest unoccupied orbital energy (eV): -3.234

---

(4)
Density functional theory data (ωB97M-V/def2-TZVPD) for an isolated molecule of C9H10OSe in a non-equilibrium geometry.

```
21
Properties=species:S:1:pos:R:3:lowdin_charge:R:1
C -1.86 0.54 1.94 -0.065
C -1.97 1.78 1.26 -0.072
C -1.16 -0.49 1.35 -0.038
C -1.32 2.02 0.08 -0.120
C -0.54 -0.29 0.14 -0.215
C -0.61 0.97 -0.42 -0.510
C 0.33 -1.36 -0.56 -0.389
C 1.44 -0.63 -1.22 -0.436
C 2.63 -0.23 -0.27 -0.048
O -0.50 -2.03 -1.49 -0.034
Se 0.44 1.07 -2.03 1.016
H -2.36 0.30 2.82 0.082
H -2.62 2.46 1.74 0.091
H -1.22 -1.41 1.88 0.115
H -1.11 2.99 -0.46 0.124
H 0.61 -2.11 0.18 0.157
H 1.71 -1.23 -2.00 0.060
H 2.08 0.23 0.46 0.052
H 3.32 0.39 -0.76 0.051
H 3.09 -1.21 -0.21 0.091
H -0.38 -1.76 -2.42 0.086
```

Values from the calculation:
Orbital gap (eV): 8.8
HOMO energy (eV): -8.12
Spin multiplicity: 1
ΔE to the lowest compared entry with this formula, charge and spin (kcal per mole): 2.5
Lowest unoccupied orbital energy (eV): 0.642

---

(5)
Density functional theory data (ωB97M-V/def2-TZVPD) for an isolated molecule of C17H20ClN3O4.

```
45
Properties=species:S:1:pos:R:3:lowdin_charge:R:1
C 1.83 3.78 0.45 -0.026
C 0.64 3.08 -0.10 -0.194
C -0.64 3.35 0.35 -0.057
C -1.73 2.67 -0.18 -0.639
C -1.57 1.74 -1.18 -0.088
C -0.29 1.46 -1.65 0.010
C 0.81 2.11 -1.11 -0.227
O 2.11 1.87 -1.46 -0.034
C 2.41 0.83 -2.38 -0.281
C 3.92 0.78 -2.53 -0.006
H 4.19 -0.01 -3.23 0.092
H 4.30 1.73 -2.89 0.086
H 4.38 0.57 -1.56 0.089
C 1.89 -0.54 -1.92 -0.470
O 1.61 -1.42 -2.70 0.091
N 1.81 -0.65 -0.57 0.153
C 1.10 -1.64 0.11 -0.205
C 0.40 -1.47 1.29 -0.003
N -0.17 -2.66 1.57 -0.175
N 0.10 -3.57 0.64 0.090
C 0.88 -2.98 -0.25 -0.077
H 1.24 -3.51 -1.11 0.105
C -1.09 -2.92 2.64 -0.139
H -1.12 -2.04 3.27 0.115
H -0.73 -3.78 3.22 0.125
C -2.50 -3.23 2.10 -0.154
H -2.50 -4.24 1.69 0.110
H -3.19 -3.20 2.94 0.118
C -2.96 -2.28 1.00 -0.094
C -2.98 -0.81 1.37 -0.528
O -2.37 -0.28 2.26 0.093
O -3.76 -0.13 0.54 0.075
H -3.74 0.83 0.72 0.023
H -2.30 -2.37 0.14 0.126
H -3.96 -2.55 0.67 0.125
H 0.27 -0.61 1.91 0.127
H 2.03 0.18 -0.03 0.150
H 1.95 1.04 -3.36 0.162
H -0.18 0.72 -2.42 0.119
H -2.42 1.22 -1.59 0.112
Cl -3.31 3.02 0.44 0.731
H -0.78 4.08 1.13 0.114
H 2.40 4.25 -0.35 0.089
H 2.50 3.07 0.94 0.086
H 1.54 4.54 1.17 0.081
```

Values from the calculation:
Orbital gap (eV): 9.1
HOMO energy (eV): -8.45
Spin multiplicity: 1
ΔE to the lowest compared entry with this formula, charge and spin (kcal per mole): 0.0
Lowest unoccupied orbital energy (eV): 0.629

---

(6)
Density functional theory data (ωB97M-V/def2-TZVPD) for a cluster of 2 separate species, C18H12BrF3NO7S2 in total in a non-equilibrium geometry.

```
44
Properties=species:S:1:pos:R:3:lowdin_charge:R:1
O 5.52 -0.44 2.20 0.042
C 5.51 -0.39 1.01 -0.765
Br 5.62 -2.05 -0.05 0.685
C 5.40 0.91 0.18 -0.126
C 3.92 1.05 -0.20 -0.237
C 3.46 0.43 -1.35 -0.033
C 2.13 0.53 -1.68 0.019
C 1.27 1.25 -0.85 -0.055
C 1.77 1.88 0.28 -0.084
C 3.11 1.79 0.62 0.034
C 0.79 2.65 1.14 -0.272
O 1.06 3.71 1.65 0.107
C -0.56 1.97 1.31 -0.109
C -1.16 2.00 2.54 -0.010
C -2.37 1.35 2.66 -0.039
C -2.94 0.70 1.58 -0.229
C -4.26 -0.04 1.76 -0.103
C -3.92 -1.53 2.05 -0.185
F -4.47 -2.36 1.08 -0.058
C -2.34 0.68 0.33 0.071
C -1.11 1.33 0.20 -0.042
C -0.26 1.39 -1.09 -0.238
O -0.74 1.56 -2.19 0.138
H 5.71 1.70 0.88 0.121
H 6.05 0.82 -0.69 0.110
H 4.20 -0.10 -1.94 0.103
H 1.79 0.01 -2.57 0.127
H 3.45 2.28 1.53 0.137
H -0.69 2.49 3.38 0.123
H -2.84 1.36 3.64 0.117
H -4.86 -0.06 0.84 0.122
H -4.84 0.42 2.57 0.106
H -2.84 -1.70 2.02 0.122
H -4.27 -1.86 3.04 0.110
H -2.83 0.16 -0.52 0.118
N -1.23 -2.42 -3.68 -0.300
S -0.33 -2.90 -2.47 0.478
O -0.52 -4.23 -2.00 -0.287
O -0.03 -1.91 -1.49 -0.292
F 1.06 -3.05 -3.26 -0.205
S -2.73 -2.24 -3.26 0.462
O -3.61 -2.12 -4.37 -0.290
O -2.94 -1.35 -2.16 -0.301
F -3.13 -3.66 -2.67 -0.194
```

Values from the calculation:
Orbital gap (eV): 8.6
HOMO energy (eV): -6.84
Spin multiplicity: 1
Total charge: -1
Lowest unoccupied orbital energy (eV): 1.763

---

(7)
Density functional theory data (ωB97M-V/def2-TZVPD) for a structure of composition C3H4Cl2FNO in a non-equilibrium geometry.

```
12
Properties=species:S:1:pos:R:3:lowdin_charge:R:1
C -0.56 -0.47 0.08 -0.525
C -1.14 0.07 1.24 -0.035
C 0.80 -0.32 -0.38 -1.001
H -2.92 -1.81 -0.97 0.077
H -0.10 -0.07 2.18 0.205
H -2.27 -0.38 1.76 0.206
H 0.81 -1.00 -1.21 0.045
N -1.26 -1.09 -0.88 0.113
O -2.65 -1.03 -0.51 -0.053
F -1.32 1.71 1.00 -0.232
Cl 2.20 -1.00 0.49 0.589
Cl 0.85 1.47 -0.85 0.610
```

Values from the calculation:
Orbital gap (eV): 9.9
HOMO energy (eV): -10.58
Spin multiplicity: 1
ΔE to the lowest compared entry with this formula, charge and spin (kcal per mole): 120.1
Lowest unoccupied orbital energy (eV): -0.718

---

(8)
Density functional theory data (ωB97M-V/def2-TZVPD) for a cluster of 2 separate species, C4HF3 in total in a non-equilibrium geometry.

```
8
Properties=species:S:1:pos:R:3:lowdin_charge:R:1
C 0.95 -0.20 -2.64 0.177
C 0.59 0.24 -1.50 -0.218
C 0.43 0.18 -0.20 0.022
C -0.68 -0.19 0.64 -0.720
F -0.27 -1.18 1.40 0.159
F -1.10 0.79 1.50 0.115
F -1.77 -0.53 -0.02 0.177
H 1.84 0.88 0.82 0.288
```

Values from the calculation:
Orbital gap (spin up / spin down) (eV): 8.0 / 8.0
HOMO energy (spin up / spin down) (eV): -10.53 / -10.53
Spin multiplicity: 1
ΔE to the lowest compared entry with this formula, charge and spin (kcal per mole): 67.9
Lowest unoccupied orbital energy (spin up / spin down) (eV): -2.535 / -2.535